[1]
Molecular formula: C4H10N2O2
Method: DFT, the ωB97M-V functional and the def2-TZVPD basis

Bonds (Å) are listed after each position.
Positions of all 18 atoms, in Å:
1 C -1.93 1.02 -1.11  N2 1.441, H7 1.093, H8 1.093, H9 1.093
2 N -0.56 1.23 -0.69  C1 1.441, C3 1.392, H5 1.012
3 C 0.54 0.64 -1.31  N2 1.392, O4 1.234, H6 1.103
4 O 1.67 1.09 -1.15  C3 1.234
5 H -0.35 1.90 0.03  N2 1.012
6 H 0.26 -0.03 -2.14  C3 1.103
7 H -2.00 0.21 -1.84  C1 1.093
8 H -2.32 1.95 -1.54  C1 1.093
9 H -2.51 0.77 -0.22  C1 1.093
10 N 1.81 -0.37 1.35  C12 1.399, H15 1.020, H16 1.034
11 C -0.24 -1.51 0.96  C12 1.357, O13 1.354, H17 1.080
12 C 1.05 -1.29 0.62  N10 1.399, C11 1.357, H18 1.087
13 O -0.82 -0.80 1.96  C11 1.354, H14 0.989
14 H -0.10 -0.18 2.24  O13 0.989
15 H 2.73 -0.76 1.56  N10 1.020
16 H 2.03 0.41 0.70  N10 1.034
17 H -0.88 -2.28 0.55  C11 1.080
18 H 1.61 -2.01 0.03  C12 1.087

Properties
- frontier orbital gap (eV) = 9.3
- molecular weight (g mol⁻¹) = 118.14
- energy above the lowest of the compared OMol25 structures with the same formula, charge and spin (eV) = 2.500
- HOMO (eV) = -8.38
- SMILES = N/C=C\O.CNC=O


[2]
Molecular formula: C4H10N2O2
Method: DFT, the ωB97M-V functional and the def2-TZVPD basis

Bonds (Å) are listed after each position.
Positions of all 18 atoms, in Å:
1 N -0.14 -0.61 -1.20  C2 1.462, H9 1.018, H10 1.020
2 C 0.77 0.09 -0.29  N1 1.462, C3 1.514, C5 1.550, H11 1.092
3 C 1.17 1.46 -0.79  C2 1.514, O4 1.428, H12 1.094, H13 1.102
4 O 1.75 1.38 -2.10  C3 1.428, H14 0.948
5 C 0.21 0.22 1.14  C2 1.550, N6 1.360, O8 1.228
6 N -0.91 -0.40 1.61  C5 1.360, C7 1.460, H15 0.994
7 C -1.89 -1.35 1.09  N6 1.460, H16 1.092, H17 1.094, H18 1.078
8 O 0.86 0.90 1.93  C5 1.228
9 H -0.80 0.01 -1.67  N1 1.018
10 H 0.41 -0.99 -1.97  N1 1.020
11 H 1.66 -0.53 -0.16  C2 1.092
12 H 0.44 2.28 -0.83  C3 1.094
13 H 1.89 1.96 -0.12  C3 1.102
14 H 2.23 0.56 -2.17  O4 0.948
15 H -1.12 -0.15 2.55  N6 0.994
16 H -2.74 -1.27 1.77  C7 1.092
17 H -1.54 -2.38 1.13  C7 1.094
18 H -2.22 -1.17 0.07  C7 1.078

Properties
- frontier orbital gap (eV) = 10.1
- molecular weight (g mol⁻¹) = 118.14
- energy above the lowest of the compared OMol25 structures with the same formula, charge and spin (eV) = 1.980
- HOMO (eV) = -9.36
- SMILES = CNC(=O)[C@@H](N)CO


[3]
Molecular formula: C4H10N2O2
Method: DFT, the ωB97M-V functional and the def2-TZVPD basis

Bonds (Å) are listed after each position.
Positions of all 18 atoms, in Å:
1 C 1.02 2.65 -0.12  C2 1.535, H7 1.117, H8 1.095, H9 1.143
2 C 0.63 1.19 -0.39  C1 1.535, C3 1.400, C5 1.854, N6 1.368
3 C 0.23 0.74 -1.65  C2 1.400, N4 1.495, H10 1.085
4 N -0.19 -0.67 -1.35  C3 1.495, C5 1.477, H11 1.041
5 C 0.57 -0.64 -0.08  C2 1.854, N4 1.477, N6 1.410, H12 1.085
6 N 0.47 0.48 0.77  C2 1.368, C5 1.410
7 H 0.24 3.45 -0.13  C1 1.117
8 H 1.33 2.72 0.93  C1 1.095
9 H 1.69 3.00 -0.98  C1 1.143
10 H 0.73 0.74 -2.61  C3 1.085
11 H -1.16 -0.58 -1.01  N4 1.041
12 H 1.60 -0.98 -0.11  C5 1.085
13 H -0.01 -3.34 0.07  O15 0.992
14 H -1.31 -2.75 0.74  O15 0.990
15 O -0.97 -3.54 0.25  H13 0.992, H14 0.990
16 H -2.20 -0.91 2.48  O18 1.001
17 H -1.16 -0.36 1.41  O18 0.987
18 O -1.51 -1.19 1.80  H16 1.001, H17 0.987

Properties
- frontier orbital gap (eV) = 7.0
- molecular weight (g mol⁻¹) = 118.14
- energy above the lowest of the compared OMol25 structures with the same formula, charge and spin (eV) = 7.160
- HOMO (eV) = -8.30


[4]
Molecular formula: C4H10N2O2
Method: DFT, the ωB97M-V functional and the def2-TZVPD basis

Bonds (Å) are listed after each position.
Positions of all 18 atoms, in Å:
1 O 2.97 -0.55 1.03  C2 1.202
2 C 2.04 -0.73 0.29  O1 1.202, O3 1.347, C4 1.520
3 O 2.18 -1.16 -0.98  C2 1.347, H17 0.969
4 C 0.61 -0.39 0.66  C2 1.520, C5 1.536, N8 1.471, H9 1.090
5 C 0.16 0.82 -0.16  C4 1.536, C6 1.521, H10 1.100, H11 1.095
6 C -1.23 1.41 0.07  C5 1.521, N7 1.472, H12 1.085, H13 1.093
7 N -2.35 0.77 -0.63  C6 1.472, H14 1.018, H15 1.013
8 N -0.25 -1.57 0.48  C4 1.471, H16 1.015, H18 1.008
9 H 0.72 -0.18 1.73  C4 1.090
10 H 0.25 0.45 -1.19  C5 1.100
11 H 0.90 1.62 -0.11  C5 1.095
12 H -1.20 2.42 -0.33  C6 1.085
13 H -1.41 1.50 1.14  C6 1.093
14 H -2.37 -0.25 -0.65  N7 1.018
15 H -3.20 0.99 -0.13  N7 1.013
16 H 0.23 -2.28 -0.08  N8 1.015
17 H 3.05 -1.56 -1.13  O3 0.969
18 H -1.09 -1.31 -0.02  N8 1.008

Properties
- frontier orbital gap (eV) = 10.2
- molecular weight (g mol⁻¹) = 118.14
- energy above the lowest of the compared OMol25 structures with the same formula, charge and spin (eV) = 1.595
- HOMO (eV) = -9.55
- SMILES = NCC[C@@H](N)C(=O)O


no.,LUMO level (hartree)
1,0.035
2,0.026
3,-0.048
4,0.024